[1]
14
Properties=species:S:1:pos:R:3:forces:R:3:mulliken_charge:R:1 method="wB97M-V/def2-TZVPD" e_homo_ev=-9.13 e_above_lowest_kcal_mol=52.24 e_tot_ha=-270.47465 multiplicity=1 total_charge=0
C 0.00201 -0.18954 1.97924 -0.1 0.0 0.0 -1.286
C 0.74998 0.03076 0.68173 0.1 0.0 0.1 0.124
C 0.51681 -0.97135 -0.44382 0.0 -0.2 -0.2 -0.698
C 0.09589 0.43233 -0.57055 -0.2 -0.1 -0.5 0.289
C -0.47706 1.19071 -1.48660 0.2 0.1 0.6 -0.361
O -0.90512 0.66401 -2.69113 -0.3 0.0 0.0 -0.500
H -1.05623 -0.38725 1.79443 0.0 0.0 -0.1 0.322
H 0.05943 0.67148 2.65012 0.1 -0.1 -0.1 0.345
H 0.41324 -1.06575 2.49435 0.0 0.2 0.0 0.308
H 1.77880 0.36407 0.81523 -0.1 -0.1 -0.1 0.321
H 1.36478 -1.30427 -1.04155 -0.2 0.1 0.1 0.230
H -0.26305 -1.72455 -0.30063 0.3 0.2 0.1 0.253
H -0.67472 2.25263 -1.40328 0.2 0.0 0.2 0.340
H -1.60475 0.03671 -2.47755 0.1 -0.1 -0.2 0.313


[2]
15
Properties=species:S:1:pos:R:3:forces:R:3:mulliken_charge:R:1 method="wB97M-V/def2-TZVPD" e_homo_ev=-8.81 e_above_lowest_kcal_mol=38.40 smiles="CC(=O)O.CN" e_tot_ha=-324.91142 multiplicity=1 total_charge=0
C -2.28571 0.43755 0.14792 0.8 -3.0 1.3 -0.985
C -0.87698 0.98589 0.16485 -0.6 -0.2 -1.0 0.704
O -0.27097 1.49742 1.05852 -0.2 0.3 0.6 -0.555
O -0.34594 0.81014 -1.05201 3.5 2.8 -0.3 -0.455
H -2.24520 -0.64458 -0.18013 0.3 1.1 -0.5 0.267
H -3.02546 0.91402 -0.46502 -0.1 0.6 0.0 0.313
H -2.54779 0.17751 1.17593 -0.6 1.1 0.1 0.343
H 0.56076 1.41092 -1.00146 -3.0 -2.5 -0.2 0.353
C 2.07900 -1.91885 -0.65148 0.2 2.8 1.0 -0.735
N 1.37138 -1.22734 0.47355 -0.1 -0.2 -1.5 -0.395
H 2.81513 -1.09338 -0.93622 -0.6 -1.5 -0.3 0.225
H 1.39449 -2.10572 -1.49702 0.5 -0.2 0.5 0.282
H 2.63671 -2.75083 -0.24437 0.0 -0.7 -0.6 0.295
H 0.44166 -1.56018 0.68261 0.4 -0.2 0.4 0.171
H 2.00369 -1.10960 1.23940 -0.3 -0.1 0.6 0.173


[3]
177
Properties=species:S:1:pos:R:3:forces:R:3:mulliken_charge:R:1 method="wB97M-V/def2-TZVPD" e_homo_ev=-10.35 e_above_lowest_kcal_mol=50.72 e_tot_ha=-5266.12627 multiplicity=1 total_charge=+1
Mg -19.04826 7.59056 -8.00020 -0.1 2.5 0.4 2.219
C -16.50917 4.40726 -9.08372 -0.3 -0.1 0.3 0.706
F -15.65955 5.26112 -8.53178 -0.1 0.3 0.1 -0.124
F -16.57995 4.67190 -10.37858 0.0 0.2 -0.3 -0.153
F -16.07383 3.18301 -8.92607 -0.1 -0.2 0.2 -0.229
S -18.30698 4.54297 -8.41478 -2.0 -0.9 -0.7 0.577
O -19.15675 4.85285 -9.53865 0.8 1.1 -0.1 -0.414
O -18.66806 3.27084 -7.84216 0.9 1.1 0.4 -0.590
N -18.33644 5.94283 -7.38704 1.5 -4.9 -0.9 -0.296
S -17.51601 5.45220 -6.09478 0.9 0.8 2.8 -0.160
O -16.73384 4.25586 -6.26350 -0.7 0.7 -0.3 -0.576
O -16.85707 6.59369 -5.50834 -0.5 -0.3 -0.3 -0.340
C -18.92625 5.02471 -4.87706 0.9 -0.8 -0.7 0.568
F -19.24568 6.08911 -4.17827 -0.3 0.6 0.3 -0.182
F -19.99053 4.57854 -5.53547 -0.5 0.3 -0.4 -0.141
F -18.54519 4.05910 -4.07546 0.4 -0.1 0.4 -0.214
C -9.98924 14.41675 -9.63340 0.4 -0.1 0.4 -0.729
O -9.88088 13.36575 -10.56449 -1.2 0.1 0.4 -0.312
C -9.32236 12.20115 -10.02716 1.2 -1.0 -1.5 -0.493
C -9.65037 10.96785 -10.91295 0.6 1.2 0.4 -0.594
O -10.96616 10.50597 -10.80101 -0.6 -0.7 0.0 -0.335
C -11.18279 9.70754 -9.64515 -0.1 1.0 -0.2 -0.678
C -12.48061 8.93973 -9.59645 0.9 -1.2 -0.1 -0.188
O -12.42995 7.81195 -10.45066 0.5 -0.1 -0.6 -0.424
C -13.17651 6.69438 -10.01532 0.0 0.9 0.2 -0.282
H -9.00128 14.81075 -9.36263 0.0 0.1 -0.2 0.298
H -10.42168 14.08088 -8.68378 -0.3 -0.1 -0.1 0.304
H -10.60164 15.20592 -10.06017 0.0 0.0 -0.1 0.251
H -9.53544 11.94990 -8.98349 -0.3 0.6 0.1 0.380
H -8.23694 12.34309 -10.16163 0.1 -0.4 0.6 0.371
H -8.89074 10.21607 -10.66934 -0.2 -0.3 0.1 0.415
H -9.46323 11.24354 -11.95000 -0.3 0.1 -0.1 0.338
H -11.27391 10.36786 -8.77406 0.4 0.0 0.2 0.266
H -10.33448 9.03188 -9.53270 -0.1 -0.2 0.2 0.341
H -13.36038 9.56155 -9.77955 -0.1 0.1 0.0 0.151
H -12.44733 8.54406 -8.57271 -0.6 0.2 0.2 0.383
H -12.92595 5.80669 -10.58977 0.0 0.2 -0.3 0.368
H -14.22702 6.97161 -10.14795 -0.2 -0.6 0.3 -0.073
H -12.93724 6.47664 -8.96827 -0.3 0.0 0.1 0.318
C -23.79057 -2.03907 0.35748 -1.3 0.0 0.2 -0.598
O -22.81902 -2.57834 1.21188 0.5 -0.5 -0.6 -0.377
C -21.48348 -2.37000 0.76542 -0.4 1.3 0.2 -0.434
C -21.11949 -2.82032 -0.63024 -1.1 -1.2 -0.4 -0.531
O -21.74266 -2.13922 -1.71990 1.0 0.2 -0.2 -0.359
C -20.91950 -1.04877 -2.16872 -1.2 -0.2 0.8 -0.334
C -21.58878 -0.44010 -3.37791 0.0 0.8 0.3 -0.543
O -20.90563 0.77644 -3.62243 0.9 -0.2 0.0 -0.207
C -21.33034 1.50790 -4.73411 -0.7 0.4 0.1 -0.511
H -23.64768 -0.97758 0.12515 0.4 -0.1 -0.1 0.256
H -24.74377 -2.09581 0.89238 0.1 0.0 0.2 0.274
H -23.96100 -2.60519 -0.56179 0.5 0.1 -0.1 0.228
H -20.86367 -2.90091 1.48591 0.2 0.1 0.0 0.329
H -21.33478 -1.28143 0.83402 0.5 0.0 0.2 0.308
H -21.50090 -3.84512 -0.70181 0.3 -0.1 -0.1 0.342
H -20.03943 -2.83567 -0.78135 0.1 0.0 0.2 0.438
H -19.89825 -1.34720 -2.41450 0.0 -0.2 0.1 0.269
H -20.91930 -0.36097 -1.32080 0.4 0.5 -0.3 0.260
H -22.62336 -0.15907 -3.15810 -0.2 -0.5 0.0 0.343
H -21.54309 -1.15217 -4.20626 -0.1 0.1 -0.2 0.255
H -21.01123 1.09840 -5.69699 -0.1 -0.2 0.1 0.326
H -20.94366 2.52284 -4.65689 0.3 -0.1 0.1 -0.086
H -22.42258 1.62638 -4.69747 0.0 -0.2 -0.3 0.314
C -15.34408 3.45910 -1.66344 0.1 0.2 1.1 -0.936
O -15.51551 4.46181 -2.62436 -0.6 -0.1 -0.7 -0.060
C -14.38056 5.10769 -3.13178 0.3 0.5 0.4 -0.851
C -13.75445 6.11551 -2.14178 0.3 -2.4 1.6 -0.251
O -13.35682 7.28274 -2.76729 0.2 0.1 0.2 -0.095
C -12.47188 8.09512 -2.01929 0.5 0.3 -1.0 -0.647
C -11.10042 7.48705 -1.73258 0.2 -1.0 1.2 -0.712
O -10.65838 6.64744 -2.75944 -0.5 0.3 -0.8 -0.257
C -9.63048 5.74804 -2.44209 -0.3 -0.5 0.4 -0.804
H -15.40371 3.93366 -0.67346 0.1 -0.3 0.1 0.327
H -14.39774 2.90857 -1.70793 0.1 0.2 -0.4 0.342
H -16.15022 2.72759 -1.71593 -0.1 0.2 -0.3 0.235
H -14.69655 5.63026 -4.03485 0.1 0.0 0.0 0.072
H -13.59700 4.38142 -3.36917 -0.1 -0.1 -0.3 0.541
H -12.97465 5.51530 -1.63307 1.0 0.6 -0.8 0.434
H -14.32883 6.17399 -1.19797 -1.0 1.1 -0.6 0.346
H -12.94520 8.40834 -1.08667 0.1 0.1 0.1 0.388
H -12.28982 8.95568 -2.66376 -0.3 0.2 0.1 0.304
H -11.18423 6.89568 -0.80698 0.1 -0.1 0.0 0.339
H -10.35088 8.25757 -1.51824 -0.2 0.3 0.0 0.463
H -8.64872 6.21964 -2.36636 0.0 0.0 -0.1 0.301
H -9.64888 4.96934 -3.20301 0.3 0.2 -0.2 0.246
H -9.84778 5.21243 -1.50853 0.1 0.2 0.2 0.343
C -20.88947 8.53590 -5.66856 -0.3 -0.4 0.7 -1.277
O -19.59298 8.44001 -6.22786 0.3 -0.3 -0.5 1.072
C -18.57225 9.10491 -5.45452 -0.6 1.2 0.9 -1.495
C -17.28521 9.41147 -6.24927 -0.7 -0.6 0.8 -1.083
O -17.50185 8.80688 -7.52528 1.0 0.3 -0.1 0.952
C -16.34387 8.67437 -8.32801 -0.1 0.5 -0.8 -0.746
C -16.80923 8.37994 -9.76457 -0.1 -0.8 0.8 -0.859
O -18.11414 7.74860 -9.71016 1.3 0.2 -1.4 0.629
C -18.43139 7.22696 -11.01900 0.2 -0.3 0.0 -1.194
H -20.95589 7.79410 -4.87053 -0.1 0.3 0.3 0.230
H -21.68929 8.28253 -6.36472 0.5 0.0 -0.5 0.351
H -21.12253 9.53691 -5.30567 0.3 0.1 0.1 0.175
H -18.37511 8.57959 -4.52306 0.1 -0.3 -0.2 0.371
H -19.02033 10.05458 -5.15076 0.1 0.0 -0.1 0.730
H -16.42903 8.96475 -5.74365 0.0 -0.2 -0.2 0.378
H -17.10652 10.48893 -6.28209 -0.2 0.0 -0.5 0.398
H -15.67744 7.89520 -7.95497 -0.1 -0.1 0.2 0.125
H -15.80451 9.62538 -8.36959 0.1 0.0 0.3 0.729
H -16.10158 7.65978 -10.17910 -0.1 0.1 -0.3 -0.155
H -16.85689 9.25221 -10.41560 -0.1 0.1 0.1 0.478
H -18.13046 7.94900 -11.78074 -0.5 0.2 0.0 0.671
H -19.48787 6.98116 -10.99478 0.0 0.1 -0.3 -0.119
H -17.86807 6.31818 -11.23040 -0.1 0.0 0.2 -0.090
C -16.71471 3.18260 -12.97239 0.0 0.2 -0.1 -0.817
O -17.37004 4.19594 -13.70928 0.1 0.2 0.2 -0.011
C -16.93899 4.27773 -15.07259 -1.0 -0.6 1.0 -0.795
C -17.90109 5.22073 -15.76045 0.5 -0.1 0.1 -0.358
O -19.08903 4.50417 -16.05795 0.5 0.6 0.1 -0.393
C -20.16702 5.36144 -16.37818 -1.3 -1.0 -0.3 -0.615
C -20.85542 6.06563 -15.19888 0.6 0.6 -0.2 -0.305
O -21.44436 5.18274 -14.28017 -0.1 0.2 0.0 -0.422
C -20.57829 4.49487 -13.41104 -0.3 -0.6 0.9 -0.209
H -16.44919 2.34709 -13.62483 0.0 -0.1 0.1 0.460
H -17.38730 2.83311 -12.18869 -0.1 0.0 -0.1 0.170
H -15.81925 3.57716 -12.48264 0.1 -0.1 -0.2 0.214
H -17.12472 3.27172 -15.46690 0.5 0.1 -0.5 0.418
H -15.88154 4.54994 -15.10884 -0.1 0.2 -0.3 0.384
H -17.41092 5.62875 -16.65046 -0.3 0.0 -0.3 0.453
H -18.12268 6.05310 -15.08869 0.1 0.1 0.1 0.146
H -20.93204 4.67394 -16.75267 0.0 0.0 0.0 0.296
H -19.93613 5.99134 -17.24287 0.2 0.5 0.3 0.426
H -21.67138 6.69737 -15.55532 -0.1 -0.3 -0.4 0.401
H -20.18972 6.80325 -14.72578 0.2 -0.3 0.3 0.127
H -21.18920 3.78721 -12.84119 -0.1 -0.2 -0.5 0.336
H -20.18829 5.10213 -12.58046 0.4 0.5 -0.5 -0.152
H -19.79231 3.95299 -13.92802 0.1 0.2 0.1 0.272
C -16.77133 7.45718 -2.29682 0.2 -1.1 0.6 -0.612
O -17.26337 8.72836 -2.60958 -0.6 0.6 0.2 -0.430
C -16.27738 9.72941 -2.46262 0.7 -1.4 0.1 -0.427
C -16.76760 11.14843 -2.61528 1.4 0.9 1.0 -0.708
O -17.62070 11.43395 -3.68258 -0.3 -1.0 0.2 -0.037
C -17.89278 12.79621 -3.88572 0.4 0.0 -0.8 -0.471
C -16.76783 13.50120 -4.64696 0.4 0.5 0.0 -0.689
O -16.58976 12.95528 -5.95096 -0.9 0.1 0.1 -0.058
C -16.11314 13.90218 -6.86984 0.8 0.0 -0.7 -0.985
H -15.90606 7.16034 -2.88861 -0.2 0.2 -0.4 0.042
H -17.55754 6.70928 -2.37762 -0.1 0.2 -0.5 0.211
H -16.44928 7.30415 -1.25634 0.0 0.8 0.2 0.518
H -15.41557 9.40860 -3.07027 -0.2 0.6 -0.6 0.182
H -15.83412 9.62724 -1.45945 -0.2 0.4 0.2 0.510
H -15.86015 11.77064 -2.68669 0.2 -0.2 -0.3 0.348
H -17.08911 11.48888 -1.61936 -1.1 -0.1 -0.3 0.312
H -18.15493 13.30716 -2.95475 0.3 0.1 0.1 0.451
H -18.77839 12.80384 -4.52282 0.0 0.1 0.0 -0.122
H -15.78296 13.48552 -4.16760 -0.2 -0.3 0.4 0.383
H -16.99287 14.57092 -4.72609 -0.3 0.0 0.0 0.555
H -16.61895 14.87126 -6.87357 -0.2 -0.1 0.4 0.373
H -16.20142 13.50960 -7.88453 -0.2 -0.3 0.1 0.221
H -15.03851 14.07720 -6.74215 0.0 0.2 0.2 0.342
C -20.72359 13.19387 -6.35866 -0.3 -0.3 0.7 -1.067
O -20.05306 12.10291 -6.94075 0.2 -0.6 -0.2 0.081
C -19.93717 12.15936 -8.34096 0.4 -0.4 0.0 -1.088
C -19.16796 10.95332 -8.85647 0.7 0.6 0.7 -0.547
O -19.83050 9.72093 -8.59649 -0.8 0.5 -0.8 0.207
C -20.77472 9.47490 -9.63476 0.1 -0.9 -0.5 -0.659
C -21.65945 8.28067 -9.29279 1.0 0.9 0.0 -1.113
O -20.77026 7.29370 -8.76414 -1.9 -0.9 0.2 0.537
C -21.53814 6.14207 -8.32593 -0.2 -0.3 0.0 -0.937
H -21.51601 13.58247 -7.00332 0.2 0.2 0.0 0.396
H -20.02364 13.96374 -6.01861 -0.1 0.2 -0.5 0.272
H -21.19831 12.80984 -5.45065 -0.1 0.0 -0.1 0.293
H -19.32834 13.01508 -8.65146 -0.3 0.3 -0.1 0.462
H -20.93268 12.17238 -8.79367 -0.1 0.4 -0.1 0.408
H -18.18174 10.94991 -8.39031 -0.2 -0.3 0.5 -0.020
H -18.89617 11.11105 -9.90596 -0.6 -0.3 -0.3 0.453
H -20.20238 9.15596 -10.51273 0.0 0.3 -0.2 0.067
H -21.37531 10.33263 -9.94026 0.0 0.1 0.4 0.600
H -22.07377 7.93319 -10.24173 -0.4 -0.2 0.2 0.436
H -22.42181 8.50097 -8.54480 -0.1 0.0 -0.1 0.436
H -22.05691 5.73744 -9.19295 0.2 -0.3 0.0 0.236
H -22.28899 6.37109 -7.56518 0.1 0.6 -0.1 0.334
H -20.87117 5.42475 -7.86499 0.1 -0.1 -0.3 0.248


[4]
19
Properties=species:S:1:pos:R:3:forces:R:3:mulliken_charge:R:1 method="wB97M-V/def2-TZVPD" e_homo_ev=-9.45 e_above_lowest_kcal_mol=51.88 e_tot_ha=-344.30235 multiplicity=1 total_charge=0
H 1.76069 -2.22392 -0.64848 0.6 0.2 0.1 0.268
N 1.98153 -1.55991 -1.40043 -1.6 -0.9 0.0 -0.590
C 1.36250 -0.47565 -1.21273 1.8 1.6 -0.2 0.009
N 0.86570 0.13998 -0.01518 -0.5 -1.4 0.3 -0.383
C 0.40680 -0.82479 1.00697 -0.4 1.9 0.1 -0.581
C 0.06460 -0.06981 2.30868 -0.5 -1.7 1.0 -0.352
C -1.41867 0.26784 2.55644 0.2 -0.6 -1.4 -1.227
H 1.46303 0.28238 -1.99501 -0.1 -0.1 -0.1 0.369
H 1.70224 0.53464 0.40818 -0.1 0.6 -0.3 0.265
H 1.18257 -1.56723 1.20762 -0.3 -0.3 0.0 0.359
H -0.55420 -1.22445 0.69460 0.3 -0.7 -0.4 0.281
H 0.21578 -0.87911 3.04068 0.5 0.5 0.3 0.260
H 0.70943 0.77309 2.54781 0.2 -0.1 -0.1 0.327
H -2.01780 -0.55700 2.15115 0.0 -0.1 0.3 0.324
H -1.63157 0.31624 3.62108 -0.1 0.5 -0.1 0.346
H -1.74222 1.10532 1.94483 -0.1 0.5 0.5 0.324
O -2.24436 1.92833 -3.01692 -0.3 0.2 -0.1 -0.629
H -2.58390 2.63842 -3.57712 0.1 -0.1 0.1 0.315
H -3.00501 1.66975 -2.48324 0.1 0.0 0.0 0.315